Density functional theory data (wB97M-V/def2-TZVPD) for an isolated ion of composition C6H10N5O2 and charge +1 at a distorted geometry.

The LUMO energy is -3.27 eV. As for the total energy: -658.6524 Eh. The structure (SMILES) is N[C@H]1NC(=O)N2C=CN=C(O)[C@@H]2[NH2+]1. The orbital gap is 9.678 eV. The charge is +1. Its HOMO energy is -12.9 eV.

Structure (XYZ):
```
23
Properties=species:S:1:pos:R:3:forces:R:3
N 1.0929 -1.1608 -0.2834 0.3 -0.2 0.2
C -0.2357 -0.6624 -0.7157 -1.2 0.1 0.3
O -0.8159 2.0499 1.2515 -0.2 0.2 0.1
H -1.7010 -2.1645 1.7779 0.0 0.0 0.0
H 1.6746 -1.4271 -1.0880 -0.2 0.0 0.3
C -0.1628 1.2198 0.6994 0.7 0.7 0.3
O -0.9570 -1.9786 1.1828 0.1 -0.2 0.1
C 1.8989 -0.0771 0.4907 0.1 -0.1 -0.1
N -2.5112 -0.6649 0.1036 0.3 -0.8 0.8
N 0.9277 0.5980 1.2787 -0.1 -0.1 0.2
H 1.1683 0.9276 2.2012 0.1 0.0 0.0
C -1.6773 1.1637 -1.1046 -0.3 0.0 -0.2
H -0.4518 -0.9693 -1.7475 0.1 0.0 0.3
H 2.6044 -0.6046 1.1429 -0.2 0.1 -0.2
C -2.7064 0.3698 -0.7861 0.4 0.5 -0.4
N 2.5954 0.6344 -0.5131 0.3 0.2 -0.2
H 2.0438 1.3573 -0.9605 0.0 0.0 0.0
N -0.3713 0.7830 -0.6289 0.3 0.0 -0.2
H 0.9094 -1.9725 0.3268 0.2 0.1 -0.1
H 3.4833 1.0132 -0.2145 0.0 -0.1 0.1
H -1.7463 2.1303 -1.5658 -0.1 0.1 -0.2
C -1.3388 -1.1137 0.2402 -0.4 -0.6 -0.8
H -3.7231 0.5485 -1.0875 -0.1 0.1 -0.1
```
Forces are in eV/Å.

Here are the Mulliken charges for atoms 1 to 6, given in e:
1. N -0.120
2. C -0.446
3. O -0.531
4. H 0.425
5. H 0.377
6. C 0.345

Density functional theory data (wB97M-V/def2-TZVPD) for an isolated ion of composition C6H10NO and charge +1 at a distorted geometry.

The LUMO energy is -5.65 eV. As for the total energy: -364.2301 Eh. The structure (SMILES) is C=[NH+]C(=C)CCC=O. The orbital gap is 7.572 eV. The charge is +1. Its HOMO energy is -13.2 eV.

Structure (XYZ):
```
18
Properties=species:S:1:pos:R:3:forces:R:3
H 0.3728 -1.5751 -1.6273 -0.8 0.1 -0.5
C 0.1143 0.2942 -0.3299 -1.3 2.1 -3.4
C -1.8090 -0.2388 2.4962 4.2 1.5 -2.8
H -1.4482 -1.4261 0.9105 -1.4 -2.9 -1.8
H 1.1280 -0.2602 3.0511 -0.5 0.2 -1.9
C 0.9038 0.4111 -2.5323 -6.9 0.4 -0.1
C 0.8204 -0.6130 -1.4310 0.8 1.2 1.0
H -2.6518 -0.7036 2.8643 -1.9 -1.0 0.5
H 2.2754 0.3826 1.7911 -2.0 -0.1 -0.7
H -1.0343 0.4638 -0.6558 2.8 -0.4 0.6
H -1.4102 0.7580 2.9185 -0.6 -2.0 -0.5
O -0.2379 0.9418 -2.7466 4.6 -1.1 -0.7
C 1.1934 0.0443 1.9434 -0.5 -0.8 0.8
C 0.1680 -0.1095 1.0308 1.6 -0.5 3.9
N -1.1243 -0.7262 1.4635 0.9 4.8 5.1
H 1.8064 0.7133 -2.9886 1.1 0.4 -0.8
H 0.5752 1.3670 -0.4550 -0.8 -2.1 0.5
H 1.8144 -0.9000 -1.1436 0.7 0.1 0.6
```
Forces are in eV/Å.

Here are the Mulliken charges for atoms 1 to 6, given in e:
1. H 0.341
2. C -0.751
3. C -0.182
4. H 0.272
5. H 0.279
6. C -0.025

Density functional theory data (wB97M-V/def2-TZVPD) for an isolated ion of composition C6H10NO2 and charge +1 at a distorted geometry.

The LUMO energy is -3.11 eV. As for the total energy: -439.4760 Eh. The structure (SMILES) is C=C1CO[C@@H]2O[C@@H]2[N@H+]1C. The orbital gap is 11.350 eV. The charge is +1. Its HOMO energy is -14.5 eV.

Structure (XYZ):
```
19
Properties=species:S:1:pos:R:3:forces:R:3
H 0.7243 -0.7904 -1.6681 0.4 0.9 0.2
C 0.6804 0.8007 0.3426 -1.0 -1.2 -0.2
H 0.2164 1.7565 -1.4100 0.1 0.4 -1.4
C -0.3590 1.4184 -0.5946 -0.3 -1.4 0.1
H -1.3727 -1.8329 1.2811 0.1 -2.1 1.1
C 1.7460 1.3925 0.8220 0.8 0.9 0.9
H 1.8627 -1.6515 -0.5646 0.2 -0.1 -0.7
H 0.2902 -2.2779 -1.1710 -0.1 0.3 1.7
C -1.1729 -0.9556 0.7875 2.1 2.9 -2.3
C -1.9852 -0.2324 -0.1996 -2.0 -2.2 0.0
C 0.8316 -1.3857 -0.7724 0.5 -0.8 -1.4
H -0.9355 2.1727 -0.1921 -0.2 2.2 1.4
H 2.5577 0.9314 1.4097 -0.7 -0.1 -0.4
O -1.4723 0.6019 -1.0939 1.8 -0.1 -1.1
H 0.9111 -1.1878 1.1925 0.5 0.7 0.7
N 0.4376 -0.6631 0.4715 -3.0 -1.2 0.0
H -2.9536 -0.7461 -0.5102 1.3 1.2 0.2
O -1.8804 0.1607 1.1347 -0.2 0.5 1.4
H 1.8735 2.4887 0.7350 -0.2 -0.8 -0.3
```
Forces are in eV/Å.

Here are the Mulliken charges for atoms 1 to 6, given in e:
1. H 0.305
2. C 0.683
3. H 0.421
4. C -0.800
5. H 0.713
6. C -1.063